{
  "formula": "C38H29Br2F4GeN5OSeSiSn",
  "method": "ωB97M-V with the def2-TZVPD basis set",
  "energy_ev": -335898.3354,
  "relative_energy_kcal_mol": 38.4,
  "homo_lumo_gap_ev": [4.782, 5.477],
  "lumo_ev": [-2.520, -2.210],
  "multiplicity": 1,
  "symbols": ["Sn", "Br", "C", "C", "C", "Br", "C", "C", "C", "C", "N", "C", "C", "O", "H", "H", "H", "H", "C", "C", "C", "C", "C", "C", "Si", "C", "C", "C", "C", "C", "C", "H", "H", "H", "H", "H", "H", "H", "H", "H", "H", "H", "C", "Ge", "C", "C", "C", "Se", "C", "H", "H", "H", "H", "H", "H", "H", "H", "H", "H", "H", "H", "H", "H", "F", "C", "C", "F", "C", "C", "C", "F", "C", "C", "C", "N", "C", "N", "F", "C", "C", "N", "C", "N"],
  "coordinates": [[0.2700, 0.9294, 0.7115], [5.2871, 0.0021, 0.7721], [4.1798, 0.2055, 2.2832], [4.7508, 0.1478, 3.5694], [3.9715, 0.2655, 4.6829], [4.7859, 0.1618, 6.3891], [2.5719, 0.4478, 4.5697], [1.6656, 0.5547, 5.6484], [0.3276, 0.6861, 5.4065], [-0.1277, 0.7211, 4.0784], [0.6909, 0.6299, 3.0583], [2.0259, 0.5000, 3.2746], [2.8274, 0.3764, 2.0994], [2.2499, 0.3890, 0.9135], [5.8177, 0.0058, 3.6659], [2.0423, 0.5211, 6.6617], [-0.3865, 0.7575, 6.2143], [-1.1844, 0.8192, 3.8584], [-0.0674, -3.5495, -3.4419], [1.0548, -3.2512, -2.6772], [0.9095, -2.6883, -1.4191], [-0.3628, -2.4199, -0.9015], [-1.4811, -2.7082, -1.6917], [-1.3354, -3.2722, -2.9522], [-0.6416, -1.7116, 0.7830], [0.2089, -2.4976, 2.2177], [-0.5491, -2.8326, 3.3446], [0.0589, -3.3801, 4.4663], [1.4298, -3.5958, 4.4776], [2.1951, -3.2696, 3.3642], [1.5893, -2.7263, 2.2422], [0.0472, -3.9970, -4.4212], [2.0449, -3.4566, -3.0624], [1.7971, -2.4503, -0.8445], [-2.4766, -2.5066, -1.3130], [-2.2116, -3.4997, -3.5457], [-2.0928, -1.5755, 1.0240], [-1.6205, -2.6614, 3.3537], [-0.5409, -3.6352, 5.3306], [1.9045, -4.0185, 5.3539], [3.2664, -3.4281, 3.3750], [2.2059, -2.4490, 1.3946], [1.7353, 1.8347, -5.8008], [0.9734, 0.1380, -5.2142], [-0.5283, -0.3540, -6.3583], [2.3767, -1.2157, -5.2457], [0.2267, 0.2541, -3.3880], [1.5073, 0.7409, -2.0090], [1.5342, 2.6617, -2.3308], [1.9889, 1.7564, -6.8589], [2.6512, 2.0604, -5.2555], [1.0333, 2.6597, -5.6780], [-0.2019, -0.4716, -7.3920], [-1.2983, 0.4172, -6.3264], [-0.9663, -1.2956, -6.0249], [3.0086, -1.0805, -6.1240], [1.9521, -2.2178, -5.2752], [3.0008, -1.1253, -4.3554], [-0.1396, -0.7315, -3.1043], [-0.6145, 0.9480, -3.3439], [2.0200, 2.8662, -3.2760], [2.0959, 3.1128, -1.5172], [0.5174, 3.0499, -2.3355], [-1.5721, 3.2161, 2.5471], [-2.5490, 2.9358, 1.6649], [-3.4987, 2.0393, 2.0486], [-3.3763, 1.4802, 3.2630], [-4.6061, 1.6975, 1.2347], [-4.7073, 2.4719, 0.0479], [-3.7505, 3.3678, -0.3366], [-3.8920, 3.9723, -1.5208], [-2.5707, 3.5926, 0.4085], [-1.4530, 4.3343, -0.0881], [-0.1925, 3.9244, 0.3556], [0.7515, 3.3584, 0.7380], [-1.4960, 5.2115, -1.2067], [-1.4728, 5.9238, -2.1117], [-5.7321, 2.2618, -0.7782], [-5.4793, 0.6393, 1.5553], [-6.6819, 0.3600, 0.8445], [-7.6634, 0.0829, 0.3095], [-5.1536, -0.3096, 2.5704], [-4.8751, -1.1078, 3.3534]],
  "forces_ev_per_angstrom": [[-0.148, -0.950, 0.012], [-0.019, -0.004, 0.022], [0.037, -0.039, -0.026], [-0.050, 0.013, 0.002], [0.072, -0.008, 0.017], [-0.020, 0.007, -0.017], [-0.067, -0.035, 0.041], [0.039, -0.022, 0.000], [-0.027, -0.039, -0.051], [-0.103, -0.020, 0.077], [0.109, 0.417, -0.148], [-0.043, -0.076, -0.055], [-0.081, -0.021, -0.007], [0.140, 0.170, 0.068], [0.003, -0.002, -0.018], [0.011, 0.005, -0.006], [0.004, 0.007, -0.006], [0.017, 0.028, -0.001], [0.014, 0.018, -0.005], [-0.001, -0.020, 0.018], [-0.036, -0.013, -0.028], [-0.034, -0.120, -0.136], [0.048, -0.035, -0.016], [0.012, 0.027, 0.002], [-0.050, 0.538, -0.080], [0.033, -0.143, 0.083], [0.058, 0.031, 0.072], [-0.007, 0.028, -0.010], [0.008, 0.003, -0.013], [-0.003, 0.013, 0.000], [0.014, 0.064, 0.071], [0.010, 0.000, -0.008], [0.004, -0.007, -0.001], [0.008, -0.004, 0.023], [0.003, 0.001, -0.001], [0.006, -0.001, -0.003], [-0.051, -0.085, 0.055], [0.005, -0.003, -0.022], [0.010, -0.008, 0.000], [-0.001, 0.005, 0.000], [-0.009, -0.010, -0.003], [-0.007, -0.017, -0.012], [-0.020, 0.033, -0.008], [-0.053, -0.005, 0.034], [0.009, -0.023, -0.028], [0.019, -0.019, 0.021], [-0.068, 0.094, 0.025], [0.028, 0.133, -0.021], [0.040, -0.045, 0.049], [-0.005, 0.013, 0.000], [0.021, 0.020, 0.000], [0.019, 0.008, 0.006], [-0.013, -0.003, 0.001], [-0.012, -0.011, -0.011], [-0.015, 0.002, -0.007], [-0.006, 0.000, 0.001], [0.011, -0.017, -0.004], [0.021, -0.019, -0.012], [-0.041, -0.033, -0.012], [0.010, 0.005, 0.012], [0.025, 0.012, -0.084], [-0.003, -0.003, -0.013], [0.005, -0.009, 0.001], [0.001, -0.024, -0.114], [0.001, 0.052, 0.001], [0.007, -0.035, 0.082], [0.024, 0.103, -0.149], [-0.022, -0.013, -0.049], [-0.080, -0.003, -0.016], [0.015, 0.043, -0.078], [0.006, -0.086, 0.130], [0.069, 0.026, 0.004], [0.043, -0.055, 0.005], [-0.196, 0.036, 0.079], [0.168, 0.236, 0.133], [0.023, -0.096, 0.038], [0.015, 0.033, -0.001], [0.092, -0.005, 0.075], [-0.100, -0.139, 0.060], [0.169, 0.017, 0.072], [-0.036, 0.002, -0.004], [-0.056, 0.112, -0.108], [-0.021, -0.033, -0.004]],
  "mulliken_charge": [-0.1731, -0.1738, -0.2211, -0.4655, -0.0241, -0.2087, 0.5612, -0.7905, -1.1745, -0.2645, 0.7243, 0.4831, -0.0392, 0.0629, 0.4599, 0.3492, 0.5121, 0.5372, -0.6215, -0.5297, -0.2068, 0.6435, -0.5627, -0.7265, 0.6886, 0.5796, -0.2613, -0.6730, -0.5412, -0.6877, -0.0129, 0.4167, 0.5344, 0.1129, 0.3560, 0.4293, -0.3355, 0.4550, 0.4378, 0.4198, 0.4488, -0.0156, -1.3560, 0.6530, -1.2015, -1.1670, 0.0748, -0.0382, -0.8356, 0.4030, 0.4044, 0.3952, 0.3792, 0.3838, 0.3381, 0.4778, 0.2923, 0.3230, -0.8953, 0.6107, 0.2971, 0.4072, 0.1677, -0.4633, 0.6723, 0.7655, -0.3929, 0.2856, 0.0584, -0.2394, -0.3332, 0.6461, 0.0462, 0.1500, -0.5988, 0.1653, -0.5778, -0.3313, 0.5920, 0.0153, -0.5257, 0.0302, -0.5809]
}

{
  "formula": "C4H5NO2",
  "method": "ωB97M-V with the def2-TZVPD basis set",
  "energy_ev": -9809.9987,
  "relative_energy_kcal_mol": 99.5,
  "smiles": "C=CCON=C=O",
  "homo_lumo_gap_ev": 10.481,
  "lumo_ev": 0.730,
  "multiplicity": 1,
  "symbols": ["C", "C", "C", "O", "N", "C", "O", "H", "H", "H", "H", "H"],
  "coordinates": [[-0.3324, 0.6380, -1.0929], [0.3687, 0.2640, -0.0211], [0.0657, -0.7581, 1.0115], [0.9040, -0.5086, 2.0677], [0.3386, 0.2670, 3.0034], [-0.5213, 1.0712, 3.2005], [-1.3312, 1.7978, 3.6493], [-0.1078, 1.5656, -1.5186], [-1.2324, 0.2430, -1.4550], [1.4380, 0.7122, 0.1308], [0.3353, -1.7582, 0.6568], [-0.9460, -0.8791, 1.3752]],
  "forces_ev_per_angstrom": [[0.679, 0.055, 1.728], [1.234, 1.066, -0.963], [-0.370, -1.351, -1.773], [1.256, -0.203, 1.723], [0.678, 0.069, 0.967], [-0.856, 0.366, 0.209], [0.304, -0.091, -0.407], [0.967, 0.973, -1.186], [-1.305, -0.852, 0.069], [-2.269, -0.472, -0.072], [0.193, -0.003, -0.056], [-0.512, 0.444, -0.239]],
  "mulliken_charge": [-0.7965, 0.0390, -0.4452, -0.2452, -0.1503, 0.6111, -0.4531, 0.2607, 0.3120, 0.2282, 0.2749, 0.3644]
}